The following is a quantum chemistry calculation of 5 unconnected molecules or ions with the total composition C42H69F16NO12 at a distorted geometry, from OMol25.

Last column: Löwdin charge in e.
Geometry (Å):
C -4.798 -1.190 -7.875  -0.104
C -4.103 -0.539 -6.660  -0.255
C -4.230 -1.434 -5.407  -0.211
C -2.980 -1.457 -4.523  -0.223
C -1.732 -2.021 -5.231  -0.198
C -0.398 -1.671 -4.524  -0.197
C -0.504 -1.600 -2.983  -0.204
C 0.879 -1.897 -2.347  -0.117
C 1.080 -1.124 -1.015  -0.291
C 2.282 -0.199 -1.199  -0.161
O 2.314 0.755 -0.151  -0.144
C 3.337 1.712 -0.428  -0.223
C 3.544 2.620 0.770  -0.167
C 2.262 3.460 0.974  -0.189
C 2.410 4.392 2.179  -0.148
C 1.075 5.045 2.597  -0.148
O -0.046 4.257 2.160  -0.056
C -1.243 4.885 2.297  -0.553
C -2.144 4.751 1.098  0.033
O -1.525 5.453 3.288  0.139
O 1.390 -1.924 0.107  -0.041
C 0.320 -2.132 1.002  -0.441
C -0.905 -2.898 0.437  -0.109
C -0.716 -4.409 0.156  -0.249
N 0.537 -4.790 -0.500  0.009
C 0.905 -3.029 2.122  -0.112
C 2.044 -2.275 2.889  -0.139
C 1.683 -1.919 4.338  -0.184
F 2.076 -0.587 4.557  -0.085
C -0.118 -0.803 1.724  -0.062
C -1.449 -0.191 1.202  -0.055
C -1.491 1.287 1.528  -0.693
F -1.284 1.511 2.802  0.152
F -0.578 1.915 0.812  0.158
F -2.668 1.799 1.183  0.131
H -5.858 -1.278 -7.625  0.078
H -4.387 -2.189 -8.030  0.035
H -4.668 -0.589 -8.774  0.072
H -3.069 -0.289 -6.911  0.091
H -4.611 0.411 -6.467  0.100
H -5.083 -1.067 -4.830  0.108
H -4.463 -2.460 -5.714  0.100
H -3.197 -2.120 -3.678  0.102
H -2.762 -0.485 -4.071  0.112
H -1.837 -3.110 -5.273  0.111
H -1.684 -1.646 -6.256  0.094
H 0.062 -0.770 -4.938  0.113
H 0.300 -2.491 -4.731  0.106
H -0.874 -0.613 -2.694  0.110
H -1.228 -2.352 -2.657  0.096
H 1.599 -1.507 -3.076  0.103
H 1.075 -2.963 -2.269  0.104
H 0.228 -0.451 -0.884  0.131
H 2.193 0.320 -2.163  0.132
H 3.199 -0.803 -1.144  0.145
H 2.965 2.322 -1.263  0.127
H 4.259 1.182 -0.694  0.124
H 3.858 2.098 1.677  0.119
H 4.348 3.327 0.529  0.117
H 1.431 2.763 1.060  0.087
H 2.154 4.081 0.078  0.125
H 2.874 3.858 3.012  0.113
H 3.084 5.218 1.930  0.101
H 1.059 5.075 3.689  0.124
H 0.997 6.055 2.198  0.110
H -2.638 3.779 1.085  0.065
H -2.861 5.567 1.067  0.089
H -1.518 4.818 0.204  0.094
H -1.672 -2.839 1.220  0.121
H -1.323 -2.384 -0.431  0.093
H -0.894 -5.001 1.054  0.107
H -1.530 -4.691 -0.528  0.106
H 0.411 -5.006 -1.476  0.063
H 0.999 -5.545 -0.015  0.067
H 1.367 -3.929 1.722  0.103
H 0.147 -3.304 2.861  0.121
H 2.908 -2.944 2.938  0.109
H 2.384 -1.392 2.350  0.111
H 0.605 -1.952 4.508  0.102
H 2.243 -2.513 5.061  0.108
H -0.306 -1.057 2.764  0.110
H 0.683 -0.072 1.607  0.122
H -2.287 -0.659 1.725  0.128
H -1.633 -0.344 0.141  0.116
C -2.617 1.029 5.077  -0.057
C -3.604 1.987 5.706  -0.179
O -4.861 1.334 5.971  0.034
C -4.936 0.643 7.104  -0.398
O -4.061 0.519 7.911  0.169
C -6.345 0.052 7.260  -0.530
F -6.793 -0.479 6.109  0.158
F -7.220 1.004 7.634  0.161
F -6.371 -0.910 8.186  0.165
H -3.041 0.577 4.183  0.077
H -1.705 1.547 4.816  0.073
H -2.369 0.218 5.765  0.085
H -3.826 2.800 5.017  0.129
H -3.206 2.434 6.617  0.128
C -6.279 -6.762 -11.488  -0.060
C -6.611 -6.751 -10.011  -0.197
O -5.438 -6.475 -9.223  0.032
C -5.119 -5.192 -9.078  -0.390
O -5.714 -4.264 -9.541  0.173
C -3.883 -5.064 -8.178  -0.522
F -2.937 -5.965 -8.490  0.164
F -4.205 -5.258 -6.885  0.159
F -3.328 -3.849 -8.275  0.141
H -5.470 -7.465 -11.693  0.084
H -7.152 -7.049 -12.073  0.083
H -5.946 -5.779 -11.822  0.079
H -6.960 -7.734 -9.699  0.125
H -7.402 -6.038 -9.782  0.125
C 6.492 9.110 -1.351  -0.060
C 6.442 8.908 0.148  -0.197
O 5.131 9.205 0.663  0.034
C 4.235 8.228 0.584  -0.393
O 4.423 7.138 0.126  0.163
C 2.912 8.681 1.216  -0.527
F 2.581 9.931 0.851  0.164
F 2.992 8.666 2.559  0.164
F 1.903 7.877 0.862  0.158
H 6.166 10.117 -1.612  0.084
H 7.505 8.959 -1.723  0.083
H 5.828 8.412 -1.863  0.078
H 7.124 9.598 0.641  0.126
H 6.743 7.899 0.428  0.125
C 5.239 -2.235 9.166  -0.059
C 5.067 -1.771 7.735  -0.196
O 6.229 -2.091 6.949  0.033
C 6.279 -3.323 6.454  -0.396
O 5.453 -4.176 6.607  0.167
C 7.547 -3.492 5.605  -0.530
F 8.624 -2.956 6.205  0.160
F 7.403 -2.883 4.413  0.162
F 7.812 -4.781 5.374  0.167
H 6.153 -1.821 9.594  0.083
H 4.390 -1.922 9.774  0.084
H 5.321 -3.321 9.219  0.079
H 4.965 -0.688 7.709  0.127
H 4.169 -2.190 7.283  0.118

Summary:
E_tot: -4197.28537 Ha
Maximum force: 0.05201 hartree/bohr
HOMO: -8.88 eV